[1]
21
Properties=species:S:1:pos:R:3:lowdin_charge:R:1 method="wB97M-V/def2-TZVPD" de_lowest_kcal_mol=14.4 homo_energy_ha=-0.5447 e_tot_ev=-8839.3963 charge=+1
C -0.08330 -2.96158 0.28688 -0.029
C 0.91658 -0.88423 -0.50022 -0.418
N 0.00932 -1.51736 0.22683 0.052
N 1.81225 -1.54801 -1.21343 0.238
N 0.99756 0.45140 -0.37597 0.217
H -0.36284 -0.96146 0.96595 0.156
H 1.63809 -2.46037 -1.59475 0.130
H 2.59310 -1.13035 -1.59440 0.108
H 0.18440 0.90792 -0.00078 0.088
H 1.54284 0.98200 -1.02981 0.135
H -1.04113 -3.33538 0.57461 0.096
H 0.75241 -3.37270 0.83929 0.108
H -0.16748 -3.34447 -0.71852 0.090
C -1.95694 2.85821 1.45252 -0.144
C -1.39770 3.15493 0.03294 -0.159
H -1.11348 2.89302 2.12099 0.058
H -2.77372 3.53863 1.67756 0.067
H -2.48322 1.90150 1.43378 0.056
H -2.05552 3.76742 -0.55510 0.064
H -1.13146 2.23141 -0.48928 0.027
H -0.43140 3.64774 0.10880 0.062


[2]
31
Properties=species:S:1:pos:R:3:lowdin_charge:R:1 method="wB97M-V/def2-TZVPD" de_lowest_kcal_mol=14.7 homo_energy_ha=-0.3118 e_tot_ev=-16824.5999 smiles=Cc1ccc(O)cc1.Cc1ccccc1
C -3.53763 -1.39999 0.40598 -0.063
C -1.91363 -0.33075 2.00055 -0.042
C -2.17734 -1.31224 1.03460 -0.286
C -0.66059 -0.27137 2.60022 -0.029
C -1.26112 -2.34063 0.85914 -0.043
C 0.29963 -1.23740 2.32095 -0.364
C 0.00124 -2.26013 1.43543 -0.035
O 1.54111 -1.00798 2.83572 0.040
H -2.53988 0.55015 2.01882 0.111
H -0.53607 0.42431 3.42024 0.120
H -3.45868 -1.53718 -0.67404 0.079
H -4.06826 -0.45361 0.49299 0.070
H -1.55035 -3.18526 0.24685 0.115
H 0.70030 -3.08768 1.36363 0.117
H 2.28565 -1.30094 2.29862 0.111
H -4.20603 -2.14358 0.83882 0.081
C 2.39819 1.10488 -3.92774 -0.060
C 0.04046 1.80665 -0.43112 -0.089
C 0.83369 0.67155 -0.49876 -0.074
C 0.09820 2.76835 -1.43602 -0.079
C 1.68695 0.43846 -1.56855 -0.039
C 0.90594 2.50245 -2.53552 -0.066
C 1.69803 1.36150 -2.61488 -0.282
H -0.46030 2.01744 0.50509 0.095
H 0.83533 -0.01862 0.33953 0.075
H -0.49305 3.66669 -1.32764 0.099
H 2.42663 -0.33864 -1.52655 0.104
H 0.82636 3.14167 -3.40802 0.107
H 1.79263 0.51180 -4.61398 0.082
H 3.34322 0.57797 -3.77580 0.074
H 2.65514 2.03880 -4.42433 0.071


[3]
20
Properties=species:S:1:pos:R:3:lowdin_charge:R:1 method="wB97M-V/def2-TZVPD" de_lowest_kcal_mol=59.4 homo_energy_ha="-0.3005 / -0.3004" e_tot_ev=-48264.5298
C 0.81312 -0.03124 0.45333 -0.074
C 0.49548 0.95491 -0.53524 -0.325
C -0.76717 1.20012 -0.82612 -0.166
C 1.63247 1.43749 -1.30683 -0.047
C 0.76295 -2.20161 1.28118 -0.021
N 0.08537 -1.15545 0.56367 -0.268
N -0.97575 -1.18169 -0.15901 -0.497
O -2.52656 2.58596 0.54307 -0.345
O -1.69436 0.52810 1.56253 -0.357
S -2.06459 1.22526 0.35496 0.387
Cl -1.71577 -2.66369 -0.57923 0.580
Cl -3.65382 0.16470 -0.45857 0.352
H 1.75967 0.09354 1.16248 0.173
H -1.14919 1.77879 -1.58523 0.074
H 2.13022 0.75606 -1.98489 0.093
H 2.50635 1.74889 -0.78019 0.081
H 1.45972 2.25802 -1.97023 0.082
H 0.05747 -2.75170 1.83697 0.075
H 1.17689 -2.98128 0.64993 0.094
H 1.66751 -1.76517 1.77743 0.109


[4]
11
Properties=species:S:1:pos:R:3:lowdin_charge:R:1 method="wB97M-V/def2-TZVPD" de_lowest_kcal_mol=15.1 homo_energy_ha=-0.3558 e_tot_ev=-11941.5437 smiles=Oc1ncc(F)cn1
F -2.55813 -0.46767 0.81980 0.073
N 0.50276 1.11882 0.02072 0.130
N 0.73316 -1.16097 -0.50713 0.156
O 2.49479 0.37624 -0.57551 0.086
C 1.19957 0.09715 -0.34338 -0.472
C -0.75324 0.93538 0.36171 -0.056
C -0.53169 -1.35605 -0.15045 -0.038
C -1.32734 -0.29857 0.33197 -0.260
H 2.54020 1.33585 -0.38662 0.122
H -1.33317 1.77572 0.71188 0.128
H -0.96690 -2.35589 -0.28298 0.130


[5]
15
Properties=species:S:1:pos:R:3:lowdin_spin:R:1 method="wB97M-V/def2-TZVPD" de_lowest_kcal_mol=28.2 multiplicity=2 homo_energy_ha="-0.5014 / -0.5014" e_tot_ev=-8264.1340 charge=+1
N 1.83313 0.36777 0.52083 0.055
C 1.16428 -0.70305 1.18634 0.092
N 0.06089 -0.35823 2.15207 0.623
H 2.32856 1.10851 1.00244 0.000
H 1.15482 0.77807 -0.11430 0.006
H 0.80954 -1.31165 0.36208 0.005
H 1.88989 -1.29980 1.77242 0.061
H 0.49969 0.35264 2.74786 0.010
H -0.42650 -1.04705 2.73881 0.009
H -1.32576 -0.58197 -4.66237 0.000
H -0.29563 -0.37401 -5.72382 0.000
O -0.40703 -0.33125 -4.76482 0.000
H -1.45519 0.43930 1.84409 0.010
H -2.46314 1.40289 2.05856 0.001
O -2.17334 0.85526 1.30203 0.127


[6]
201
Properties=species:S:1:pos:R:3:lowdin_spin:R:1 method="wB97M-V/def2-TZVPD" de_lowest_kcal_mol=50.6 multiplicity=4 homo_energy_ha="-0.3871 / -0.3871" e_tot_ev=-140688.2870 charge=+1
Cr 11.80626 -17.21014 -15.15984 2.908
C 12.81745 -15.36213 -12.87247 0.003
O 14.05812 -15.95294 -13.28296 -0.001
O 11.87542 -15.84200 -13.70951 0.020
C 12.61582 -15.51461 -11.34661 0.000
F 13.00830 -16.70944 -10.87936 0.000
F 13.32062 -14.55431 -10.70692 -0.001
F 11.32210 -15.29820 -11.00208 0.000
C 15.27725 -15.48500 -12.71593 0.000
C 16.39964 -16.01964 -13.59532 0.000
H 17.34229 -15.63988 -13.19125 0.000
H 16.48190 -17.10545 -13.51494 0.000
H 16.33132 -15.72764 -14.64078 0.000
H 15.36294 -15.82386 -11.67977 0.000
H 15.31902 -14.39035 -12.66533 0.000
H 13.01019 -14.29171 -13.04073 0.001
C 13.74311 -15.32090 -16.95185 0.003
O 13.44255 -14.12140 -16.28751 0.002
O 12.84894 -16.26241 -16.55916 0.037
C 13.83051 -15.14817 -18.47771 -0.003
F 12.65885 -15.09117 -19.14942 0.000
F 14.51215 -14.04447 -18.83689 -0.002
F 14.49899 -16.19445 -19.03140 0.000
C 14.53307 -13.25822 -15.96621 0.001
C 13.94128 -11.98628 -15.43892 0.000
H 14.69649 -11.37381 -14.94429 0.000
H 13.47147 -11.36371 -16.20145 0.000
H 13.13899 -12.17984 -14.72212 0.000
H 15.23877 -13.01464 -16.76322 0.000
H 15.12281 -13.66036 -15.13506 0.000
H 14.73210 -15.67368 -16.62737 0.003
C 14.66421 -7.92431 -15.94884 0.000
C 15.91034 -8.40904 -15.22193 0.000
O 16.53439 -7.34155 -14.53711 0.000
H 13.89530 -7.62239 -15.22798 0.000
H 14.22089 -8.65092 -16.62777 0.000
H 14.93285 -7.01459 -16.48977 0.000
H 16.61071 -8.73188 -15.99236 0.000
H 15.65130 -9.26178 -14.58526 0.000
H 15.83790 -6.87980 -14.05522 0.000
C 12.96760 -19.13364 -18.40324 0.001
C 11.55122 -18.74892 -18.01499 0.002
O 11.47422 -18.78109 -16.54431 0.013
H 13.37040 -20.02052 -17.91978 0.000
H 13.62441 -18.29271 -18.16626 0.000
H 13.06298 -19.22938 -19.48796 0.000
H 10.83151 -19.43208 -18.47472 0.000
H 11.19829 -17.78390 -18.37000 0.000
H 11.39438 -19.72932 -16.38127 0.000
C 10.01533 -13.82621 -20.52063 0.000
C 9.05949 -12.70634 -20.15503 0.000
O 7.86667 -13.25458 -19.55320 0.000
H 10.83014 -13.36682 -21.08902 0.000
H 9.53048 -14.45329 -21.27034 0.000
H 10.36727 -14.41050 -19.67700 0.000
H 8.77579 -12.14319 -21.04882 0.000
H 9.46010 -11.97632 -19.44997 0.000
H 7.70269 -12.70905 -18.77940 0.000
C 17.68823 -11.56521 -14.91111 0.000
C 19.11146 -10.99157 -15.05108 0.000
O 19.04188 -9.71537 -15.69601 0.000
H 17.76478 -12.62358 -14.64462 0.000
H 17.18268 -11.49476 -15.87530 0.000
H 17.14517 -11.03228 -14.13348 0.000
H 19.69993 -11.69326 -15.64764 0.000
H 19.58369 -10.92362 -14.07506 0.000
H 18.74697 -9.88351 -16.59633 0.000
C 9.92340 -11.26724 -14.63995 0.000
C 10.74137 -10.84332 -15.85532 0.000
O 9.85238 -10.54288 -16.89989 0.000
H 9.13550 -11.96427 -14.93791 0.000
H 9.36460 -10.43672 -14.20280 0.000
H 10.51747 -11.74642 -13.86140 0.000
H 11.32153 -11.73797 -16.10493 0.000
H 11.40665 -10.02777 -15.55595 0.000
H 10.31928 -10.32139 -17.72311 0.000
C 8.62977 -20.78704 -22.38928 0.000
C 8.40417 -19.39781 -23.00844 0.000
C 9.48381 -18.36426 -22.75113 0.000
O 9.95246 -18.40296 -21.41764 0.000
C 10.78962 -17.32026 -21.09369 0.000
N 8.25757 -19.65516 -24.43388 0.000
H 8.53275 -20.75729 -21.29667 0.000
H 9.61671 -21.16695 -22.64128 0.000
H 7.79811 -21.45418 -22.61491 0.000
H 7.43946 -19.01715 -22.64316 0.000
H 9.16542 -17.35625 -23.03632 0.000
H 10.35329 -18.62406 -23.37143 0.000
H 11.70341 -17.38777 -21.69418 0.000
H 11.07552 -17.28929 -20.04307 0.000
H 10.26294 -16.38379 -21.28177 0.000
H 7.37766 -20.12239 -24.63510 0.000
H 8.08084 -18.80487 -24.97460 0.000
C 13.05733 -11.41517 -19.03189 0.000
C 12.55600 -9.96438 -18.97966 0.000
C 13.46288 -9.02811 -19.77651 0.000
O 14.73688 -9.06353 -19.16932 0.000
C 15.55652 -7.96598 -19.54017 0.000
N 11.17068 -9.91677 -19.49854 0.000
H 12.52609 -12.07087 -18.33737 0.000
H 14.10002 -11.44804 -18.71820 0.000
H 12.93131 -11.85042 -20.02462 0.000
H 12.58863 -9.63413 -17.93946 0.000
H 13.03367 -8.02176 -19.85297 0.000
H 13.54700 -9.37406 -20.81674 0.000
H 16.55481 -8.00673 -19.11888 0.000
H 15.02053 -7.03650 -19.32030 0.000
H 15.64718 -7.93363 -20.63426 0.000
H 10.90542 -8.93552 -19.60392 0.000
H 11.19776 -10.17459 -20.48531 0.000
C 20.28108 -17.42750 -18.84886 0.000
C 20.79639 -16.36022 -17.92782 0.000
C 19.60603 -15.53335 -17.44150 0.000
O 18.97841 -14.85109 -18.51246 0.000
C 17.67975 -14.35246 -18.33932 0.000
N 21.48697 -17.04444 -16.82267 0.000
H 19.40718 -17.99673 -18.50445 0.000
H 20.99513 -18.17341 -19.19528 0.000
H 19.76750 -17.03041 -19.73348 0.000
H 21.53407 -15.69471 -18.37651 0.000
H 19.89974 -14.70266 -16.78144 0.000
H 18.89144 -16.12262 -16.85153 0.000
H 17.67871 -13.62243 -17.52174 0.000
H 17.06220 -15.22570 -18.06858 0.000
H 17.23272 -14.01869 -19.27189 0.000
H 20.85297 -17.74322 -16.44653 0.000
H 21.68476 -16.36730 -16.09048 0.000
C 14.32141 -14.64306 -26.35420 0.000
C 14.31412 -15.71331 -25.28905 0.000
C 13.96033 -15.22975 -23.89451 0.000
O 15.07182 -14.50575 -23.37686 0.000
C 14.97147 -14.30147 -21.98774 0.000
N 13.26129 -16.72198 -25.61459 0.000
H 13.33007 -14.20980 -26.50371 0.000
H 14.73380 -15.02238 -27.28942 0.000
H 14.93790 -13.77366 -26.10969 0.000
H 15.21628 -16.32873 -25.37387 0.000
H 13.66209 -15.97656 -23.15227 0.000
H 13.09855 -14.56162 -24.02055 0.000
H 14.79600 -15.28259 -21.53486 0.000
H 14.21497 -13.57503 -21.67678 0.000
H 15.90705 -13.94738 -21.55401 0.000
H 13.54194 -17.07961 -26.52690 0.000
H 13.43885 -17.52952 -25.01793 0.000
C 15.49661 -20.53008 -23.46717 0.000
C 14.65361 -19.46119 -22.75397 0.000
C 15.42238 -18.16414 -22.45766 0.000
O 16.68622 -18.37988 -21.86686 0.000
C 16.63683 -18.89903 -20.56794 0.000
N 13.45304 -19.28233 -23.54895 0.000
H 15.61984 -20.33263 -24.52900 0.000
H 14.99613 -21.49419 -23.34289 0.000
H 16.43365 -20.64716 -22.92097 0.000
H 14.40612 -19.89218 -21.77163 0.000
H 14.84694 -17.54177 -21.75289 0.000
H 15.49135 -17.46828 -23.29526 0.000
H 16.23372 -18.13967 -19.88179 0.000
H 17.62878 -19.09948 -20.15753 0.000
H 16.09704 -19.84411 -20.45375 0.000
H 12.73449 -18.76858 -23.04801 0.000
H 13.01069 -20.16872 -23.76266 0.000
C 16.73707 -18.10934 -17.14678 0.000
C 16.29385 -19.57875 -17.08698 0.000
C 17.48539 -20.56245 -17.06148 0.000
O 18.17314 -20.44535 -18.26899 0.000
C 19.45674 -21.01821 -18.32414 0.000
N 15.46899 -19.71265 -15.86710 0.000
H 17.49282 -18.04444 -17.93185 0.000
H 17.19975 -17.78760 -16.21316 0.000
H 15.93820 -17.43586 -17.45177 0.000
H 15.67419 -19.84550 -17.94337 0.000
H 17.12666 -21.58320 -16.87076 0.000
H 18.17051 -20.30300 -16.23924 0.000
H 20.23471 -20.39900 -17.87358 0.000
H 19.71121 -21.14138 -19.37863 0.000
H 19.51468 -22.05649 -17.98089 0.000
H 15.13879 -20.68307 -15.83523 0.000
H 16.18141 -19.75946 -15.13056 0.000
C 10.19643 -14.20652 -16.67929 0.000
C 9.41271 -15.13329 -15.73066 0.002
C 7.89563 -15.06193 -15.90673 -0.001
O 7.18212 -15.86062 -14.99437 0.000
C 6.88909 -15.16665 -13.79844 0.000
N 9.90838 -16.52220 -15.93027 -0.012
H 11.19627 -14.02502 -16.28042 0.000
H 9.70932 -13.24349 -16.82423 0.000
H 10.40202 -14.69027 -17.63786 0.000
H 9.62436 -14.80381 -14.71085 0.000
H 7.69764 -15.49396 -16.89672 0.000
H 7.56658 -14.02170 -15.93419 0.000
H 6.16938 -14.35604 -13.93712 0.000
H 7.80633 -14.79809 -13.32713 0.000
H 6.44719 -15.84756 -13.07059 0.000
H 9.66668 -16.74173 -16.90365 0.000
H 9.11830 -17.06937 -15.54458 0.001
C 13.63968 -18.89341 -13.31433 0.002
O 13.41655 -18.37019 -14.64051 0.017
H 14.40423 -18.26717 -12.85654 0.001
H 12.73890 -18.87979 -12.70547 0.000
H 14.00622 -19.91916 -13.36436 0.000
H 14.15099 -18.75521 -15.20779 0.001


[7]
9
Properties=species:S:1:pos:R:3:lowdin_charge:R:1 method="wB97M-V/def2-TZVPD" de_lowest_kcal_mol=1.4 homo_energy_ha=-0.3475 e_tot_ev=-32949.0325 smiles=FC(F)(F)c1css1
C 1.09977 -0.48068 0.80035 -0.460
C 0.19789 -0.39108 -0.22107 -0.586
C -0.58334 0.85674 -0.67450 -0.633
F -0.53585 1.81486 0.26175 0.136
F -0.03978 1.38903 -1.79725 0.127
F -1.87380 0.54310 -0.83348 0.117
S 0.83931 -2.18535 1.31693 0.585
S -0.67284 -1.92939 -0.10159 0.632
H 1.56863 0.38278 1.24884 0.083


[8]
9
Properties=species:S:1:pos:R:3:lowdin_charge:R:1 method="wB97M-V/def2-TZVPD" de_lowest_kcal_mol=21.9 homo_energy_ha=-0.3548 e_tot_ev=-12672.1198 smiles="O=C(F)/C(F)=C/O"
C 0.52321 -0.34051 -0.61578 -0.052
C -0.51806 0.35123 0.05589 -0.189
C -0.53015 0.62570 1.49867 -0.410
O -1.30113 1.13168 2.24076 0.187
O 0.49542 -0.46930 -1.95096 0.044
F -1.50033 0.81655 -0.67572 0.115
F 0.57171 -0.03919 1.96383 0.063
H 1.34404 -0.78709 -0.20161 0.099
H 0.91528 -1.28907 -2.31508 0.144